DFT (ωB97M-V/def2-TZVPD) results for C81H181O3P5 as an isolated structure in a non-equilibrium geometry.

Results
Frontier orbital gap ... 5.94 eV
LUMO level ... -5.393 eV
Net charge ... +4
Total energy ... -139485.7422 eV

Element x y z (Å)
C -0.576 -10.173 5.744
C -0.457 -8.933 6.726
C -1.676 -7.929 6.676
C -1.581 -6.959 7.855
P -3.085 -6.043 8.295
C -2.858 -5.501 10.002
C -2.025 -6.459 10.924
C -2.045 -6.004 12.433
C -1.118 -6.830 13.310
C -4.445 -7.305 8.293
C -5.551 -7.194 9.202
C -6.760 -8.200 9.142
C -7.893 -7.670 10.032
C -3.330 -4.673 7.093
C -4.090 -5.074 5.803
C -4.137 -3.988 4.677
C -5.022 -4.474 3.550
H 0.360 -10.715 5.877
H -0.676 -9.920 4.688
H -1.482 -10.732 5.980
H 0.443 -8.378 6.460
H -0.312 -9.253 7.758
H -2.510 -8.613 6.834
H -1.798 -7.554 5.660
H -0.846 -6.209 7.562
H -1.191 -7.539 8.691
H -3.763 -5.165 10.508
H -2.309 -4.559 9.979
H -1.009 -6.441 10.529
H -2.374 -7.488 10.831
H -3.060 -5.928 12.822
H -1.683 -4.976 12.474
H -0.965 -6.403 14.301
H -0.144 -7.011 12.854
H -1.628 -7.759 13.566
H -3.913 -8.186 8.652
H -4.707 -7.593 7.275
H -5.988 -6.199 9.117
H -5.140 -7.155 10.211
H -6.532 -9.223 9.441
H -7.172 -8.168 8.133
H -8.338 -6.784 9.579
H -7.399 -7.262 10.914
H -8.622 -8.404 10.374
H -2.297 -4.337 7.009
H -3.916 -3.951 7.662
H -5.112 -5.383 6.022
H -3.709 -5.971 5.316
H -3.081 -3.762 4.535
H -4.692 -3.147 5.092
H -4.663 -5.317 2.960
H -5.144 -3.646 2.851
H -5.958 -4.870 3.943
C 5.407 1.466 1.483
C 4.440 2.564 1.935
C 4.902 3.256 3.222
C 6.188 4.073 3.196
P 6.626 4.654 4.887
C 5.220 5.112 5.954
C 5.430 5.600 7.401
C 4.048 5.776 8.089
C 4.225 6.242 9.575
C 7.248 3.071 5.682
C 8.291 2.358 4.847
C 9.055 1.332 5.716
C 10.238 0.822 5.000
C 8.033 5.836 4.791
C 9.055 5.959 6.013
C 10.313 6.681 5.577
C 11.216 5.756 4.789
H 5.195 1.244 0.437
H 5.249 0.666 2.207
H 6.433 1.834 1.472
H 3.444 2.128 2.012
H 4.306 3.201 1.061
H 4.910 2.518 4.024
H 4.091 3.956 3.421
H 6.173 4.966 2.572
H 7.072 3.561 2.816
H 4.592 4.232 6.086
H 4.695 5.808 5.299
H 5.870 6.598 7.421
H 5.967 4.940 8.083
H 3.624 4.772 8.075
H 3.438 6.534 7.597
H 4.764 7.185 9.677
H 4.812 5.523 10.147
H 3.222 6.258 10.000
H 6.435 2.391 5.940
H 7.571 3.482 6.639
H 8.917 3.172 4.481
H 7.889 1.808 3.995
H 8.271 0.652 6.048
H 9.476 1.892 6.552
H 10.677 1.600 4.375
H 10.034 -0.013 4.331
H 11.032 0.592 5.711
H 7.674 6.816 4.476
H 8.580 5.570 3.886
H 9.334 5.114 6.642
H 8.587 6.612 6.749
H 10.841 7.034 6.463
H 10.090 7.630 5.090
H 10.748 5.392 3.874
H 11.499 4.953 5.469
H 12.207 6.174 4.614
C -2.273 1.548 -8.943
C -1.150 1.800 -7.957
C 0.144 2.340 -8.595
C 0.000 3.444 -9.570
P 1.463 4.508 -9.911
C 1.846 5.691 -8.533
C 1.460 5.297 -7.015
C 2.479 4.504 -6.289
C 3.876 5.158 -6.143
C 3.037 3.452 -10.331
C 3.245 2.898 -11.802
C 2.179 1.800 -12.097
C 2.263 1.295 -13.570
C 1.284 5.687 -11.428
C 2.677 6.506 -11.625
C 2.741 7.276 -12.905
C 2.473 6.458 -14.155
H -2.670 2.430 -9.447
H -3.092 0.958 -8.533
H -1.977 1.001 -9.838
H -0.972 0.808 -7.542
H -1.495 2.477 -7.175
H 0.679 1.561 -9.138
H 0.842 2.553 -7.786
H -0.908 4.024 -9.404
H -0.213 2.917 -10.500
H 1.343 6.655 -8.606
H 2.930 5.795 -8.560
H 0.462 4.860 -7.029
H 1.390 6.152 -6.344
H 2.706 3.602 -6.859
H 2.175 4.078 -5.333
H 3.750 6.165 -5.746
H 4.373 5.335 -7.096
H 4.553 4.573 -5.520
H 3.113 2.707 -9.539
H 3.896 4.111 -10.205
H 4.226 2.427 -11.852
H 3.295 3.671 -12.569
H 1.198 2.262 -11.990
H 2.295 0.925 -11.457
H 3.310 1.088 -13.790
H 1.766 2.063 -14.162
H 1.555 0.467 -13.601
H 0.409 6.328 -11.313
H 1.072 4.851 -12.094
H 3.510 5.806 -11.565
H 2.798 7.154 -10.757
H 3.704 7.785 -12.941
H 1.967 8.041 -12.975
H 2.879 5.450 -14.242
H 2.790 6.981 -15.057
H 1.416 6.232 -14.297
C -8.600 2.534 0.078
C -7.290 3.069 0.657
C -6.409 3.578 -0.413
C -6.961 4.928 -1.019
P -6.398 5.210 -2.754
C -4.595 5.326 -2.746
C -3.943 6.669 -2.320
C -3.899 7.689 -3.460
C -3.363 9.000 -2.825
C -7.229 6.813 -3.289
C -8.743 6.844 -3.379
C -9.237 8.219 -3.556
C -10.703 8.190 -3.833
C -6.976 3.766 -3.799
C -8.442 3.173 -3.743
C -8.503 1.746 -4.211
C -9.919 1.240 -4.698
H -9.310 3.259 -0.319
H -9.057 2.028 0.929
H -8.368 1.744 -0.636
H -6.704 2.399 1.285
H -7.577 3.853 1.358
H -6.370 2.856 -1.228
H -5.346 3.710 -0.211
H -6.822 5.850 -0.454
H -8.044 4.862 -1.127
H -4.331 5.077 -3.773
H -4.169 4.597 -2.057
H -2.900 6.541 -2.029
H -4.465 7.040 -1.438
H -4.906 7.973 -3.765
H -3.304 7.316 -4.294
H -2.570 8.877 -2.087
H -4.255 9.333 -2.295
H -2.997 9.773 -3.500
H -6.884 6.868 -4.322
H -6.848 7.684 -2.756
H -9.126 6.367 -2.477
H -8.959 6.177 -4.213
H -8.746 8.709 -4.398
H -9.016 8.808 -2.666
H -11.000 7.301 -4.389
H -10.978 9.065 -4.423
H -11.377 8.124 -2.979
H -6.237 3.020 -3.508
H -6.803 3.999 -4.849
H -9.223 3.824 -4.136
H -8.761 3.126 -2.702
H -8.039 1.074 -3.489
H -7.829 1.658 -5.064
H -9.830 0.181 -4.940
H -10.181 1.653 -5.671
H -10.775 1.482 -4.068
C 3.606 -4.189 2.873
C 2.128 -3.934 2.600
C 1.581 -5.035 1.746
C 1.980 -4.917 0.230
P 1.883 -6.479 -0.779
C 1.595 -6.018 -2.480
C 2.887 -5.562 -3.252
C 2.750 -5.234 -4.712
C 1.968 -4.050 -4.978
C 0.365 -7.426 -0.129
C -1.017 -6.793 -0.414
C -2.202 -7.726 -0.429
C -2.042 -9.109 -1.000
C 3.426 -7.464 -0.678
C 3.908 -7.830 0.715
C 4.996 -8.914 0.680
C 5.201 -9.580 2.043
H 4.033 -3.354 3.429
H 4.275 -4.459 2.056
H 3.781 -4.890 3.689
H 1.989 -2.903 2.274
H 1.531 -3.914 3.512
H 0.491 -4.995 1.744
H 1.797 -6.001 2.204
H 2.922 -4.428 -0.020
H 1.214 -4.351 -0.300
H 0.751 -5.331 -2.549
H 1.307 -6.951 -2.964
H 3.533 -6.436 -3.172
H 3.413 -4.741 -2.766
H 2.210 -6.011 -5.253
H 3.719 -5.143 -5.203
H 2.281 -3.370 -5.770
H 2.176 -3.284 -4.231
H 0.880 -4.107 -4.976
H 0.557 -7.657 0.918
H 0.426 -8.326 -0.741
H -0.914 -6.283 -1.372
H -1.312 -6.028 0.305
H -2.989 -7.129 -0.889
H -2.698 -7.765 0.541
H -2.961 -9.679 -1.133
H -1.398 -9.657 -0.312
H -1.499 -9.101 -1.945
H 4.190 -6.913 -1.225
H 3.124 -8.377 -1.190
H 3.059 -8.254 1.251
H 4.196 -6.989 1.346
H 5.883 -8.557 0.155
H 4.719 -9.647 -0.077
H 4.414 -10.206 2.464
H 5.421 -8.902 2.868
H 6.011 -10.305 1.977
O -0.375 -0.959 -2.508
C -1.602 -0.870 -2.271
O -1.875 0.290 -2.152
O -2.233 -1.808 -1.733
H -0.637 -0.042 -2.399

Cartesian forces (eV/Å) of the 2 atoms listed first:
C 0.0 1.4 1.1
C -0.5 0.5 -1.5

Mulliken population analysis, charges in e, atoms 1 to 2:
1. C -1.241
2. C -0.637